8 unconnected molecules or ions with the total composition C32H88N8O8 in a non-equilibrium geometry. Source: the Open Molecules 2025 dataset; level of theory: wB97M-V/def2-TZVPD.

The total energy comes out at -62903.9522 eV. Its largest force on an atom is 3.7 eV/A. The value obtained for the energy above the lowest of the compared OMol25 structures with the same formula, charge and spin is 111.04 kcal/mol. The value obtained for the LUMO energy is 0.272 eV.

```
136
Properties=species:S:1:pos:R:3:forces:R:3:mulliken_charge:R:1
C 28.833 -2.973 14.032 -1.2886 0.5418 1.2135 -1.537
C 28.727 -4.259 13.270 0.1404 -0.5029 0.9149 0.568
C 27.377 -5.001 13.150 1.6024 0.4425 1.2485 -0.518
O 27.036 -5.445 14.463 -0.7143 -0.0921 -0.1877 -0.298
C 25.936 -6.340 14.512 -0.4365 0.0439 0.6461 -0.786
N 29.241 -3.930 11.989 0.2109 0.1666 -1.1876 -0.645
H 29.802 -2.484 13.934 0.1560 -0.2603 -0.1566 0.438
H 28.693 -3.170 15.095 -0.1518 0.1882 0.0818 0.332
H 28.088 -2.248 13.702 -0.1045 0.0826 0.0066 0.284
H 29.401 -4.908 13.830 0.0353 -0.7354 -0.0076 0.169
H 27.631 -5.889 12.571 -0.5328 -0.0116 -0.5997 0.320
H 26.675 -4.306 12.689 -0.5050 -0.3561 -0.0599 0.308
H 26.066 -7.268 13.954 0.2398 0.1334 -0.4787 0.305
H 24.975 -5.882 14.281 0.0358 0.3193 -0.7447 0.298
H 25.733 -6.668 15.532 0.7294 0.1636 0.3246 0.285
H 30.098 -3.453 12.229 0.3338 -0.0313 -0.9625 0.253
H 29.424 -4.734 11.406 0.2397 -0.0827 -0.0527 0.224
C 22.080 -3.545 18.115 -0.2996 0.0910 0.5041 -1.473
C 21.857 -2.288 17.263 2.5609 -2.0255 -0.9663 0.640
C 22.615 -2.436 15.875 -0.9953 0.8087 0.9652 -0.845
O 22.611 -1.153 15.338 0.1007 2.3116 -0.0793 -0.343
C 23.009 -1.083 14.005 0.1914 -0.5526 -0.7622 -0.681
N 20.462 -2.094 17.046 -0.6421 0.5320 -0.2549 -0.791
H 21.836 -3.243 19.133 -0.2525 -0.3633 0.2063 0.357
H 23.089 -3.952 18.184 0.2243 0.3645 -0.3740 0.353
H 21.424 -4.362 17.814 -0.1176 0.1092 -0.0418 0.357
H 22.314 -1.472 17.823 0.3092 0.3266 -0.3212 0.263
H 22.059 -3.025 15.146 -0.1100 -0.9098 0.3616 0.419
H 23.655 -2.752 15.959 0.0148 -0.4942 0.3278 0.416
H 23.973 -1.567 13.848 0.1431 -0.4322 0.0179 0.207
H 23.164 -0.094 13.574 -0.3802 0.4182 0.8337 0.270
H 22.251 -1.561 13.385 -0.0009 -0.2899 -0.2976 0.324
H 20.110 -1.620 17.865 -0.4393 -0.0973 0.2156 0.252
H 20.401 -1.390 16.324 -0.2858 0.1911 -0.3403 0.276
C 33.186 -10.006 8.654 -0.5026 1.7684 -0.1565 -1.325
C 33.305 -9.126 7.390 0.3794 -0.3813 -0.9430 0.662
C 33.065 -7.597 7.520 1.8881 -1.0058 0.7662 -0.851
O 31.983 -7.223 8.246 -3.6589 0.2125 0.4052 -0.317
C 30.734 -7.588 7.634 -0.1202 -0.1045 -0.2396 -0.758
N 34.635 -9.295 6.813 0.8319 0.0326 0.5609 -0.725
H 33.943 -9.724 9.387 0.2585 -0.1813 -0.1381 0.365
H 33.193 -11.078 8.457 0.0337 0.1593 -0.1131 0.385
H 32.244 -9.692 9.104 -0.2164 -0.4875 0.1964 0.276
H 32.645 -9.524 6.619 -0.9229 0.0336 0.2418 0.218
H 33.095 -7.110 6.546 -0.0077 -0.0911 -0.3919 0.421
H 33.851 -7.175 8.147 0.7155 -0.1818 -0.4382 0.326
H 29.864 -7.049 8.009 0.4868 0.3395 0.5994 0.289
H 30.485 -8.644 7.736 0.3089 -0.2315 0.2253 0.257
H 30.711 -7.391 6.562 0.4536 0.1538 -0.2491 0.317
H 34.766 -8.815 5.935 -0.1545 -0.0461 -0.1101 0.220
H 34.799 -10.283 6.683 0.2081 0.0097 -0.2109 0.240
C 27.016 -1.811 2.520 0.3084 -0.6651 1.4853 -1.380
C 25.579 -1.896 3.063 0.8395 -0.3480 0.0379 0.517
C 25.503 -1.509 4.590 -0.6766 0.3669 -0.7449 -0.757
O 26.160 -2.476 5.385 -0.2470 0.5080 0.7310 -0.303
C 26.302 -2.174 6.789 0.4832 -0.3912 -0.2142 -0.784
N 24.832 -1.024 2.183 -1.0794 0.7029 -0.2803 -0.768
H 27.158 -2.112 1.482 -0.4546 0.3898 -0.1440 0.428
H 27.648 -2.509 3.068 0.0958 0.0514 0.2402 0.314
H 27.376 -0.807 2.743 0.1524 0.0459 -0.4456 0.323
H 25.184 -2.896 2.885 0.2643 -0.4856 0.7381 0.292
H 24.480 -1.345 4.927 -0.7267 -0.8803 -0.1904 0.350
H 25.802 -0.475 4.762 1.2885 0.1420 -0.2751 0.370
H 26.453 -3.128 7.294 0.2079 -0.0193 -0.1774 0.250
H 25.503 -1.699 7.358 -0.8223 0.0956 -0.8040 0.319
H 27.160 -1.532 6.991 0.3116 -0.0275 -0.3200 0.311
H 23.855 -1.279 2.168 -0.4931 0.2107 0.6452 0.256
H 25.062 -1.311 1.243 0.5527 0.2996 -0.2759 0.261
C 32.681 1.914 17.446 -1.3051 0.4991 -1.1788 -1.415
C 33.367 1.347 18.652 0.6168 -0.4028 -0.7222 0.510
C 34.046 0.029 18.324 -1.2136 -0.6249 -1.0113 -0.766
O 32.972 -0.812 17.826 1.1538 -0.1407 0.3090 -0.256
C 33.454 -2.053 17.334 -0.2915 0.1207 0.7617 -0.773
N 34.338 2.314 19.108 0.2387 0.2750 0.8016 -0.709
H 32.060 2.768 17.715 0.2259 0.2175 0.1648 0.356
H 31.991 1.263 16.910 0.0190 -0.5158 0.5379 0.358
H 33.326 2.232 16.627 0.6343 0.1627 0.3021 0.341
H 32.606 1.138 19.404 0.1084 0.1652 0.2761 0.215
H 34.622 -0.394 19.148 -0.5152 -0.3429 0.6314 0.407
H 34.822 0.124 17.565 -0.0612 0.3968 -0.5809 0.343
H 33.977 -2.559 18.146 0.3478 -0.2212 -0.0443 0.317
H 34.114 -1.927 16.477 0.0493 0.0071 -0.1196 0.304
H 32.602 -2.687 17.087 -0.0411 0.2234 -0.2110 0.228
H 34.939 2.609 18.352 -0.0935 0.0662 -0.2962 0.268
H 34.958 1.862 19.765 0.1159 0.1123 0.3800 0.271
C 26.637 -11.149 3.825 -0.6984 0.2741 -0.3472 -1.427
C 27.151 -11.635 5.155 0.8536 -1.8317 -0.5216 0.518
C 26.160 -11.424 6.214 -0.7879 0.7779 1.7444 -0.760
O 26.657 -11.727 7.550 -1.2135 0.5015 0.1593 -0.329
C 25.638 -11.369 8.558 1.1701 0.2855 -0.9452 -0.718
N 27.429 -13.122 5.095 0.3565 1.2061 0.1141 -0.782
H 25.775 -11.718 3.478 -0.0976 -0.2360 0.1120 0.311
H 27.354 -11.170 3.004 0.2311 -0.0346 0.3251 0.334
H 26.271 -10.131 3.959 0.1153 0.2029 -0.2219 0.393
H 28.006 -11.005 5.400 0.5679 -0.5847 0.1005 0.265
H 25.281 -12.048 6.049 -0.3324 0.0552 -0.1768 0.347
H 25.899 -10.371 6.115 -0.5106 0.2879 0.6300 0.335
H 25.412 -10.311 8.427 -0.3799 0.0331 -0.1612 0.303
H 26.030 -11.433 9.573 0.4282 -0.4491 -0.2692 0.274
H 24.740 -11.983 8.490 0.0032 -0.0330 -0.2402 0.288
H 27.645 -13.378 6.048 0.6842 -0.0905 0.3451 0.341
H 26.494 -13.502 5.063 -0.3797 -0.3546 -0.6451 0.306
C 21.526 -14.254 17.801 0.9401 -0.5236 -0.9237 -1.333
C 21.882 -12.779 17.739 -0.3146 -0.5368 2.1519 0.338
C 23.213 -12.494 17.037 0.1658 -0.9897 -0.6610 -0.740
O 24.391 -13.220 17.423 -1.4285 1.0597 -0.0054 -0.322
C 24.866 -12.931 18.703 0.9961 -0.7532 0.7204 -0.729
N 20.753 -12.088 17.137 0.8228 0.1679 -0.2715 -0.732
H 22.223 -14.823 18.415 -0.0962 0.0436 0.1458 0.300
H 21.706 -14.603 16.784 -0.0728 -0.4460 -0.2517 0.341
H 20.494 -14.524 18.023 0.0816 0.5410 0.3424 0.375
H 21.934 -12.418 18.766 0.0984 0.1769 0.2158 0.350
H 23.404 -11.421 17.028 0.0828 0.1981 -0.0003 0.387
H 23.062 -12.866 16.023 0.0237 0.3896 -0.3729 0.342
H 24.154 -13.026 19.523 -0.3708 -0.5821 -0.1249 0.293
H 25.329 -11.969 18.927 -0.0069 0.6237 -0.9323 0.307
H 25.673 -13.660 18.774 -0.0257 -0.0228 0.7507 0.260
H 20.773 -12.421 16.183 -0.5242 0.1500 -0.5692 0.305
H 21.040 -11.121 17.094 -0.3727 0.5054 -0.2141 0.256
C 27.439 4.690 23.025 0.8013 -0.6369 -0.0018 -1.380
C 26.268 3.705 23.158 0.4587 1.8634 -0.4515 0.516
C 26.594 2.269 22.722 -0.2566 -0.2387 0.6958 -0.660
O 26.980 2.247 21.365 1.0102 -1.0884 -0.4958 -0.311
C 27.732 1.053 20.964 -0.4241 0.8976 -0.2993 -0.736
N 25.722 3.866 24.523 -0.3309 -1.1724 0.0194 -0.738
H 27.767 4.926 22.012 -0.0941 -0.2967 -0.0978 0.308
H 28.261 4.202 23.547 0.4768 0.2856 0.0379 0.328
H 27.247 5.640 23.524 -0.2531 -0.0897 0.0219 0.386
H 25.581 4.053 22.387 -0.7955 -0.1159 0.3977 0.224
H 25.695 1.674 22.883 -0.2738 -0.1376 -0.0708 0.305
H 27.362 1.780 23.321 0.3516 0.2588 0.3428 0.346
H 28.084 1.215 19.945 -0.2123 0.3080 0.0049 0.268
H 27.150 0.132 20.930 -0.4628 0.1245 0.3037 0.296
H 28.634 0.845 21.539 -0.0905 0.3851 0.5488 0.317
H 25.391 4.791 24.761 -0.3408 0.2320 -0.8768 0.275
H 26.447 3.772 25.220 0.4411 -0.5801 -0.0847 0.257
```
Positions in Å, forces in eV/Å.


C4H7NOS in the gas phase in a non-equilibrium geometry. Source: the Open Molecules 2025 dataset; level of theory: wB97M-V/def2-TZVPD.

The total energy comes out at -18626.4225 eV. Its largest force on an atom is 4.3 eV/A. The spin multiplicity is 3. The value obtained for the energy above the lowest of the compared OMol25 structures with the same formula, charge and spin is 96.79 kcal/mol. The value obtained for the LUMO energy (spin up / spin down) is 0.443 / -2.664 eV.

```
14
Properties=species:S:1:pos:R:3:forces:R:3:mulliken_charge:R:1
C -3.466 0.037 0.001 1.7529 0.5304 2.1747 0.399
C -2.284 0.402 0.605 -3.6807 0.2732 -1.0017 -0.465
C 0.413 -0.020 1.332 1.3859 -1.5567 -1.1565 -1.048
C -0.126 0.178 -1.522 -2.3978 -1.9909 -2.9709 -1.038
N -4.517 -0.256 -0.392 -1.9614 -0.6383 -1.1166 -0.399
O -1.081 -1.867 0.074 -0.0672 1.5114 -0.1562 -0.596
S -0.889 -0.405 0.115 4.0595 -0.9048 -0.4737 0.731
H -2.110 1.459 0.609 0.1662 1.0063 0.5843 0.326
H -0.140 -0.030 2.249 0.2331 -0.0969 0.8198 0.431
H 1.100 -0.926 1.172 -0.7868 1.4145 0.8983 0.342
H 0.974 0.934 1.136 -0.8748 -0.8379 -0.0059 0.308
H 0.945 0.090 -1.509 0.3087 0.2696 0.1294 0.380
H -0.582 -0.464 -2.406 1.2027 0.8971 1.7688 0.305
H -0.601 1.148 -1.737 0.6596 0.1229 0.5064 0.324
```
Positions in Å, forces in eV/Å.


3 unconnected molecules or ions with the total composition C31H71BClN6O8S in a non-equilibrium geometry. Source: the Open Molecules 2025 dataset; level of theory: wB97M-V/def2-TZVPD.

The total energy comes out at -82652.6795 eV. Its largest force on an atom is 2.9 eV/A. The charge is -1. The value obtained for the energy above the lowest of the compared OMol25 structures with the same formula, charge and spin is 33.67 kcal/mol. The value obtained for the LUMO energy is 2.104 eV.

```
119
Properties=species:S:1:pos:R:3:forces:R:3:mulliken_charge:R:1
C 1.894 -6.323 2.651 -0.2195 0.1288 -0.1592 -0.951
N 1.206 -5.129 3.125 0.5921 0.1168 -0.0281 -0.272
C 1.245 -4.029 2.131 -0.0391 0.0576 0.1528 -1.151
B 1.220 -2.536 2.873 -0.0029 -0.1332 0.3026 0.640
C 0.174 -2.555 4.126 -0.4290 -0.4045 0.4504 -1.120
C -1.267 -2.854 3.640 0.3622 0.3926 -0.1265 -0.854
C -2.089 -1.589 3.354 -0.9264 -0.6739 0.1583 1.310
C -3.076 -1.186 4.475 0.5731 0.7084 -0.8610 -0.747
C -4.396 -0.741 3.891 0.0874 0.2410 0.7528 -0.690
O -4.189 0.409 3.035 0.6859 -0.3635 0.3902 -0.256
C -5.069 0.428 2.022 1.2037 -0.7286 -1.4882 0.441
C -4.613 -0.138 0.694 0.7709 -0.3301 0.3511 -0.331
O -6.148 0.877 2.126 -2.5835 1.1919 0.6376 -0.565
O 2.655 -2.225 3.128 -0.1057 0.2654 0.0126 -0.577
C 3.058 -1.059 2.426 -0.7269 -0.5310 1.4774 0.164
C 3.444 -0.094 3.549 1.1509 0.7299 -0.2847 -1.368
C 4.096 1.250 3.108 0.2812 -1.1980 0.3869 -0.150
C 5.446 1.443 3.822 -0.6737 0.8446 -0.7033 -0.785
S 6.017 3.189 3.710 0.2901 0.0806 0.1321 -0.277
C 1.811 -0.705 1.446 1.9203 -2.1762 0.3424 0.268
C 2.226 -1.473 0.156 -0.3089 0.6981 -0.6041 -1.776
C 1.220 -1.508 -1.020 0.9548 0.1305 -0.7659 -0.100
C 1.635 -0.604 -2.217 -0.4711 0.3182 0.8016 -1.514
Cl -0.491 -1.116 -0.619 -0.0336 -0.2254 0.0498 -0.121
C 1.603 0.753 1.053 0.2034 0.6043 0.9239 -0.102
C 0.795 1.692 1.985 -1.0023 0.8153 -0.2876 0.101
N -0.566 1.839 1.400 0.3298 0.2691 0.2048 -0.630
N 1.385 3.069 2.037 0.4326 -0.2603 -0.2592 -0.492
N 0.612 1.252 3.356 -0.0731 -0.0152 0.2377 -0.265
O 0.796 -1.367 2.082 -1.3828 0.7828 -0.8895 0.686
H 2.828 -6.118 2.098 -0.0475 0.1471 0.0020 0.280
H 1.229 -6.854 1.967 0.0758 -0.2398 0.0141 0.274
H 2.168 -6.962 3.492 -0.2168 -0.1859 0.0289 0.356
H 1.761 -4.796 3.909 -0.2522 0.1048 0.0834 0.263
H 0.443 -4.150 1.391 0.0737 -0.2128 -0.0264 0.272
H 2.228 -4.114 1.638 -0.1818 0.1347 -0.4127 0.291
H 0.391 -3.303 4.898 0.3029 -0.0044 -0.0692 0.205
H 0.127 -1.595 4.658 0.2855 0.0859 -0.0746 0.501
H -1.257 -3.433 2.717 0.2590 -0.1218 -0.0346 0.105
H -1.792 -3.488 4.359 -0.1669 0.0736 0.0874 0.425
H -1.485 -0.732 3.074 0.2830 -0.1488 -0.1027 -0.752
H -2.714 -1.811 2.481 0.0546 0.0993 -0.1021 -0.256
H -3.246 -1.978 5.202 -0.0136 -0.0878 0.0199 0.420
H -2.668 -0.308 4.983 -0.0205 -0.1243 0.4042 0.247
H -4.868 -1.536 3.311 -0.0512 -0.0981 0.0161 0.466
H -5.044 -0.421 4.710 -0.3652 -0.0977 -0.1782 0.331
H -3.735 -0.763 0.846 0.0532 -0.0222 -0.1816 -0.067
H -4.339 0.669 0.020 0.0563 0.1920 0.0169 0.323
H -5.405 -0.705 0.217 -0.1786 -0.0024 0.0733 0.301
H 3.961 -1.429 1.921 0.1002 0.8907 -0.6115 0.117
H 4.226 -0.610 4.113 -0.0620 -0.3156 -0.0496 0.636
H 2.648 0.051 4.264 -0.4530 0.0324 -0.2052 0.146
H 3.427 2.089 3.272 -0.0122 0.1140 -0.0866 0.262
H 4.356 1.122 2.059 -0.2296 0.5429 -0.2623 0.131
H 5.425 1.096 4.849 0.0193 0.1540 0.1453 0.444
H 6.178 0.895 3.241 0.2598 -0.2632 0.2689 0.427
H 4.874 3.839 3.420 -0.0017 -0.4070 0.1227 0.077
H 2.529 -2.492 0.366 -0.2082 -0.1050 0.4789 0.298
H 3.134 -0.987 -0.217 -0.0088 0.0512 -0.1022 0.516
H 1.219 -2.516 -1.421 -0.3468 -0.2367 0.2317 0.722
H 1.505 -1.110 -3.169 -0.0151 0.0170 -0.1013 0.354
H 2.653 -0.233 -2.110 0.1589 -0.2703 -0.1025 0.375
H 0.991 0.274 -2.178 -0.0029 0.1231 -0.3365 0.323
H 2.595 1.194 0.951 0.1339 -0.1071 -0.0398 -0.017
H 1.162 0.860 0.065 -0.1634 -0.2356 -0.0916 0.139
H -0.475 2.178 0.443 -0.0440 -0.2708 -0.0340 0.292
H -0.987 2.615 1.913 -0.2054 -0.1963 0.0165 0.358
H 0.903 3.642 1.354 0.0344 -0.0187 0.0343 0.379
H 2.355 3.052 1.733 -0.0616 -0.0262 0.0693 0.027
H 0.798 2.011 4.000 0.1251 0.1514 -0.2672 0.349
H -0.365 1.011 3.482 0.1837 -0.4569 -0.0126 0.139
C 3.521 8.375 -2.460 -0.1436 -0.0409 0.0914 -0.742
O 2.252 7.749 -2.487 0.2634 0.0652 -0.1157 -0.338
C 1.914 7.194 -3.754 -0.4271 -0.0565 0.0694 -0.824
C 1.846 5.682 -3.674 0.3007 0.0354 0.1716 -0.117
N 3.175 5.108 -3.497 -0.1770 -0.0362 -0.0486 -0.324
C 3.169 3.679 -3.187 0.2250 0.1566 0.0393 -1.252
C 2.561 3.247 -1.855 0.0510 -0.3921 -0.0663 0.505
O 3.292 3.681 -0.722 -0.1870 0.1519 -0.0236 -0.345
C 2.955 4.968 -0.234 0.3140 -0.1466 0.1236 -0.649
H 3.636 8.850 -1.487 -0.0519 -0.0345 0.0098 0.246
H 4.330 7.649 -2.591 0.0698 0.0738 -0.0873 0.311
H 3.594 9.147 -3.234 0.0729 -0.0210 -0.0230 0.347
H 2.608 7.518 -4.535 0.1112 -0.0490 0.0763 0.413
H 0.921 7.575 -4.013 0.0190 0.0027 -0.0278 0.393
H 1.408 5.292 -4.597 0.0013 -0.0314 0.0126 0.370
H 1.180 5.424 -2.840 -0.1747 0.0543 -0.0916 0.158
H 3.644 5.596 -2.744 0.0030 0.0030 -0.0096 0.128
H 4.211 3.350 -3.196 -0.0317 -0.0782 0.0222 0.434
H 2.663 3.145 -3.997 -0.0616 0.0281 0.0187 0.418
H 2.593 2.154 -1.826 -0.0041 0.0496 0.0319 -0.248
H 1.503 3.522 -1.765 0.0194 0.1462 0.0241 0.268
H 1.904 5.214 -0.402 0.0068 0.0281 -0.0954 0.277
H 3.596 5.735 -0.676 -0.1512 0.1220 -0.0442 0.263
H 3.144 4.969 0.841 -0.0198 0.0040 -0.0032 0.280
C -2.078 -1.572 -4.605 0.0809 -0.1548 -0.0208 -0.467
O -2.179 -2.913 -4.164 -0.1059 0.2743 -0.0388 -0.409
C -2.539 -3.027 -2.786 0.0349 -0.4551 0.0733 -0.604
C -3.915 -3.645 -2.647 -0.0409 0.2107 -0.2617 -0.291
N -4.953 -2.723 -3.102 -0.0179 -0.2202 0.0693 -0.253
C -6.278 -3.326 -3.209 0.0899 0.2777 -0.1219 -0.704
C -6.476 -4.419 -4.257 -0.3475 -0.0429 0.1445 -0.509
O -6.371 -3.961 -5.595 0.1862 -0.1396 0.0625 -0.425
C -5.058 -3.954 -6.128 -0.1957 0.1549 -0.1805 -0.541
H -1.702 -1.587 -5.629 -0.0159 -0.0601 0.0043 0.254
H -3.054 -1.074 -4.599 0.0427 0.1181 0.0548 0.297
H -1.376 -1.008 -3.984 -0.0648 0.0653 0.0227 0.093
H -2.480 -2.066 -2.274 -0.0531 0.0398 -0.0872 0.301
H -1.808 -3.693 -2.321 0.0058 0.0650 0.0556 0.387
H -4.092 -3.893 -1.597 -0.0201 0.0021 -0.0033 0.407
H -3.922 -4.577 -3.229 0.0993 -0.1095 0.1283 0.200
H -4.692 -2.361 -4.011 0.0243 0.0410 0.0305 0.046
H -6.976 -2.516 -3.441 -0.0698 -0.0698 -0.0001 0.395
H -6.566 -3.719 -2.229 0.0502 -0.0511 -0.0060 0.399
H -7.501 -4.786 -4.151 0.0037 0.0129 -0.0281 0.357
H -5.824 -5.284 -4.090 0.1397 0.0800 -0.0495 0.348
H -4.437 -4.748 -5.706 0.0229 0.0435 0.0827 0.284
H -4.576 -2.986 -5.973 0.1649 -0.0783 0.0611 0.182
H -5.136 -4.111 -7.205 -0.0516 -0.0329 0.0172 0.288
```
Positions in Å, forces in eV/Å.